DFT (ωB97M-V/def2-TZVPD) results for a molecular structure, C12H18F9NiO9 at a distorted geometry.

Each line ends with the Löwdin spin population.
Geometry (Å):
Ni1 -0.44438 -0.70538 -1.19350  1.770
O1 -1.54112 -2.25988 -0.65922  0.038
H1 -2.39816 -2.31437 -0.24610  0.005
O2 -0.76767 -1.26331 -3.07445  0.083
H2 -0.82582 -0.54417 -3.70901  0.004
O3 0.72818 0.84075 -1.32317  0.033
H3 1.15428 1.14650 -2.11953  0.002
C1 2.78224 -5.20945 1.67823  0.000
C2 2.09896 -4.06515 0.97295  0.000
O4 3.02668 -3.32476 0.17829  0.001
C3 2.57831 -2.23926 -0.42036  0.002
O5 1.42867 -1.90989 -0.39130  0.017
C4 3.64778 -1.27013 -0.98168  0.000
F1 4.85366 -1.85259 -1.09908  0.000
F2 3.24832 -0.84135 -2.17081  0.000
F3 3.77114 -0.22861 -0.15328  0.000
H4 3.58161 -4.80844 2.30557  0.000
H5 3.12083 -6.03033 1.05374  0.000
H6 2.04014 -5.58576 2.38739  0.000
H7 1.67039 -3.34258 1.67376  0.000
H8 1.24286 -4.41571 0.39071  0.000
C5 1.12372 3.10871 2.21824  0.000
C6 1.32833 1.84593 1.42328  0.001
O6 1.02598 0.71370 2.26621  0.004
C7 -0.00805 -0.03256 2.01833  0.008
O7 -0.66891 -0.03235 1.02080  0.013
C8 -0.41398 -0.95187 3.19725  0.001
F4 -1.64621 -0.59412 3.57129  0.000
F5 -0.43249 -2.22844 2.83265  0.000
F6 0.40292 -0.85016 4.25136  0.000
H9 0.05834 3.25648 2.41767  0.000
H10 1.47276 4.00539 1.70992  0.000
H11 1.64848 3.01044 3.17189  0.000
H12 2.37043 1.77460 1.11379  0.000
H13 0.75321 1.78246 0.49792  0.001
C9 -2.42204 3.90267 -3.52309  0.000
C10 -2.14038 2.64610 -2.72289  0.000
O8 -3.09929 2.61066 -1.66821  0.000
C11 -3.16220 1.53854 -0.89958  0.002
O9 -2.51632 0.55580 -1.05223  0.014
C12 -4.16579 1.73528 0.26065  0.000
F7 -5.30346 2.30101 -0.15633  0.000
F8 -4.46010 0.59651 0.85392  0.000
F9 -3.57983 2.54789 1.16045  0.000
H14 -2.46267 4.80215 -2.90964  0.000
H15 -3.42011 3.80507 -3.96800  0.000
H16 -1.81009 4.02060 -4.41678  0.000
H17 -1.10526 2.55774 -2.39598  0.000
H18 -2.36389 1.79561 -3.37204  0.000

Forces on atoms 1 to 2 (eV/Å):
Ni -1.11 -0.97 -1.16
O 0.96 -0.28 0.26

The spin multiplicity is 3. The LUMO energy (alpha / beta) is 0.1039 / 0.1038 hartree. For the orbital gap (alpha / beta), the calculation gives 6.31 / 6.37 eV. The total charge is -1. The HOMO energy (alpha / beta) is -3.48 / -3.55 eV.